25
Properties=species:S:1:pos:R:3 method="wB97M-V/def2-TZVPD" smiles="Cc1ccc(O)cc1.CC(N)=O" e_above_lowest_kcal_mol=11.2 total_charge=0 orbital_gap_ev=9.43
C -1.82460 1.86512 0.82470
C 0.25268 -1.77005 1.67457
C -1.06982 -1.84610 1.24314
C 0.92350 -0.56847 1.80275
C -1.70659 -0.65664 0.90323
C 0.19377 0.60757 1.63292
C -1.10391 0.57296 1.13912
O 0.90365 -2.91961 2.04739
H 0.64699 -3.70474 1.54909
H -1.56551 -2.80432 1.15551
H 1.97409 -0.62551 1.90210
H -2.73766 -0.73002 0.58687
H 0.69555 1.56896 1.63193
H -1.10439 2.66140 0.62979
H -2.40764 2.21676 1.68240
H -2.50506 1.76294 -0.01650
C 1.57776 -0.09413 -1.40818
C 1.42405 0.41593 -2.83273
O 2.10897 0.15640 -3.79244
N 0.30515 1.20224 -2.98131
H 0.08695 1.49296 -3.91730
H -0.15736 1.61351 -2.19590
H 2.32589 0.56062 -0.94058
H 2.12363 -1.03489 -1.41952
H 0.63992 0.05711 -0.90106